# 1
Below is C41H67BN11O5Ti as an isolated structure in a non-equilibrium geometry, with properties calculated with ωB97M-V/def2-TZVPD.

Values from the calculation:
Highest occupied orbital energy (alpha / beta) (eV): -1.631 / -4.968
2S+1: 3
Total charge: -1
DFT total energy (hartree): -3455.72968
ΔE to the lowest compared entry with this formula, charge and spin (eV): 0.1828
Strongest force on any atom (eV Å⁻¹): 1.5

Last column: Mulliken charge in e.
Atoms and positions in Å:
H1 -2.4598 -1.5069 -4.0696  0.313
C1 1.3571 3.4408 -4.7767  -1.738
H2 -1.2828 3.0679 -5.4784  0.390
H3 3.0099 4.7563 0.8003  0.602
H4 5.3432 -0.1409 -0.4323  0.301
H5 0.0525 2.6791 5.0206  0.345
H6 -4.6684 2.4867 -0.3384  0.387
H7 -3.0526 -2.4978 2.2955  0.838
N1 -1.0970 0.4729 0.6906  0.965
H8 -1.6463 -6.6113 0.0878  0.290
H9 -2.3953 -1.1841 -1.6891  0.112
H10 5.6956 1.2361 0.6147  0.377
H11 -2.9032 -1.5642 -0.0584  0.001
C2 0.9548 4.8548 1.3485  -1.283
H12 -3.8804 -3.8770 0.5004  0.320
H13 3.3046 -1.9331 0.4724  -0.197
H14 -0.4254 -2.4344 -2.8395  -1.253
H15 -4.0567 0.6518 3.5839  0.379
C3 1.0608 0.8608 4.4983  0.217
C4 2.2302 2.8914 0.4408  0.221
C5 -2.1566 2.4302 0.4926  -0.549
N2 -0.0552 0.0059 -2.1076  0.855
H16 1.1163 -3.6004 4.5880  0.405
C6 2.0614 4.3900 0.3962  0.285
C7 3.2846 2.2561 1.0481  -1.497
H17 -1.7577 -0.1706 3.5728  0.014
C8 -0.4440 -5.5950 1.5828  -0.257
H18 2.4605 -0.9083 -2.9935  0.300
N3 -1.1342 1.6800 0.0315  0.957
H19 4.7998 -2.1295 1.3920  0.601
C9 -3.3085 -3.1428 -1.4455  -0.972
H20 1.5637 -4.9142 1.2691  0.173
C10 -2.0790 4.6748 -0.9506  -1.786
H21 -0.0934 0.6365 -5.3205  0.628
H22 0.2870 3.8232 -2.9697  -1.253
H23 2.2863 3.1613 -4.2792  0.374
N4 -1.9426 -4.5229 0.0035  0.544
N5 0.3423 -4.1681 -0.2297  0.162
N6 0.0643 1.3591 -2.1633  0.631
C11 1.9324 5.0148 -0.9950  -1.558
H24 1.7972 2.7146 5.3008  0.427
C12 -3.8388 -0.3260 3.1542  -2.059
H25 1.1197 -1.7778 -5.3860  0.214
O1 0.8670 -1.8148 1.4376  1.245
C13 -0.0573 0.6627 -4.2438  -0.765
N7 -1.0839 -2.4343 -0.6854  0.826
C14 -2.0452 0.5211 1.6333  -0.880
H26 -1.1049 4.7030 -4.8250  0.385
H27 -4.3283 -2.8144 -1.6554  0.386
H28 3.2700 -1.9152 2.2267  -0.188
C15 -1.1406 3.6438 -4.5613  -1.635
H29 -2.7715 5.4865 -1.1872  0.613
N8 1.0035 0.2330 3.3615  0.112
O2 1.0823 -3.3938 3.0088  -1.069
C16 1.0174 2.3435 4.6320  -1.084
H30 0.0283 4.3064 1.1753  0.078
C17 1.0118 -2.1592 2.7277  -0.248
C18 0.0699 1.7781 -3.4398  -0.046
H31 1.0139 -6.1319 0.0888  0.590
N9 1.1404 0.0271 5.5656  -0.137
H32 -1.7379 4.2520 -1.8947  0.240
H33 1.1893 0.2412 6.5462  0.231
C19 -2.3744 -0.4861 2.7239  1.726
C20 -0.3260 -1.8627 -3.7595  2.524
C21 1.1934 -2.3479 6.0485  0.554
H34 -1.5109 -1.5209 -5.5567  0.430
H35 -4.6369 3.9941 -1.2743  0.447
H36 2.1968 6.0734 -0.9413  0.583
C22 -3.3087 -4.2145 -0.3741  -0.815
H37 6.2408 -0.3850 1.0682  0.468
H38 -1.2203 5.1084 -0.4440  0.083
O3 1.8076 -1.8905 -1.2883  -0.731
H39 -4.5087 -0.4817 2.3041  0.416
H40 3.4080 -0.5929 -1.5468  -0.099
H41 -0.2408 -6.5198 2.1252  0.415
H42 1.4242 4.4904 -5.0708  0.445
H43 3.5462 -2.1573 -2.3604  0.231
H44 -0.5575 -4.7894 2.3122  -0.040
H45 -0.0402 3.2878 -1.0464  -1.273
C23 -2.7270 1.7428 1.5384  -1.309
C24 3.0723 0.8824 0.8795  -1.195
C25 1.1330 -1.2854 5.0899  0.522
O4 1.2500 -2.1114 7.2592  -0.776
C26 0.8507 -2.4315 -4.5514  -1.566
H46 -1.4614 -2.1584 1.6290  -0.395
O5 1.1770 -3.6129 5.5929  -0.670
H47 -1.8685 -3.0387 -4.7319  0.421
N10 1.9356 0.6947 0.2020  1.313
H48 0.7562 5.9225 1.2228  0.435
H49 0.9172 4.9527 -1.3805  0.047
C27 -2.1080 -1.9740 2.4750  -1.024
C28 3.8412 -1.6050 1.3577  -0.646
C29 -2.4428 -1.9932 -0.9559  -0.718
H50 -4.0724 -1.0759 3.9115  0.509
H51 -3.6847 2.5969 -1.7966  0.277
H52 -2.5729 -5.8910 1.4089  0.461
H53 -3.7760 -5.1380 -0.7326  0.588
C30 -4.0354 3.1524 -0.9231  -1.656
H54 1.0646 -3.4717 -0.4214  0.070
C31 5.4280 0.1795 0.6079  -1.697
H55 4.1060 2.7274 1.5623  0.593
C32 2.8340 -1.3717 -2.0663  -0.711
H56 -2.8868 -3.5509 -2.3686  0.230
C33 0.1517 3.2146 -3.8636  2.098
C34 -0.1249 -0.4261 -3.3679  -0.846
H57 2.5994 4.5341 -1.7125  0.249
H58 4.2844 0.1919 2.4086  0.499
C35 -2.8327 3.6523 -0.1060  0.326
C36 -0.9171 -3.6755 -0.3073  -0.679
C37 -1.7069 -5.7411 0.7572  -0.915
H59 1.7229 -2.5634 -3.9155  0.353
C38 0.7165 -5.2524 0.6720  -0.746
C39 1.0576 -1.1376 3.6780  -0.620
N11 1.4197 1.9449 -0.0717  0.467
H60 -3.5696 2.0718 2.1210  0.515
H61 0.5793 -3.4064 -4.9637  0.484
H62 -3.2234 4.1901 0.7641  0.608
H63 1.2394 4.6828 2.3846  0.270
H64 -2.0142 3.4755 -3.9304  0.282
H65 1.2720 2.8398 -5.6843  0.304
Ti1 0.5578 -0.9053 -0.1171  1.752
C40 -1.6194 -1.9868 -4.5733  -1.950
H66 -1.6364 -2.4292 3.3440  0.329
H67 1.1589 2.7748 3.6455  -0.222
C41 4.1184 -0.1043 1.3664  0.984
B1 0.0741 2.1339 -0.8299  0.117

=====

# 2
Below is a 4-piece molecular cluster, C41H67N9O5 overall in a non-equilibrium geometry, with properties calculated with ωB97M-V/def2-TZVPD.

Values from the calculation:
Highest occupied orbital energy (eV): -8.241
2S+1: 1
DFT total energy (hartree): -2470.94534
Strongest force on any atom (eV Å⁻¹): 6.8
SMILES: [H]/N=C(/N)NCCCC[C@@](C#N)(c1cccnc1)[C@H](C#N)CCOCCOc1ccc(C(C)(C)CC(C)(C)C)cc1.CN(C)C=O.CN(C)C=O.CN(C)C=O

Last column: Mulliken charge in e.
Atoms and positions in Å:
C1 -0.9771 2.8209 -0.5924  -0.132
C2 -2.4899 2.7603 -0.0793  -0.951
C3 4.5842 -4.0486 -0.3296  -1.421
H1 1.9624 8.2266 -0.6259  0.259
N1 -1.2242 -0.9361 -3.6871  -0.524
N2 -5.9266 -1.7291 -5.1844  -0.581
C4 1.4166 8.9672 -0.0354  -0.910
C5 -3.5063 0.5132 -3.9012  -0.913
C6 4.9818 -4.1396 -2.8865  -1.537
C7 5.8461 -2.0361 -1.6438  -1.454
H2 -1.0941 0.6407 8.0130  0.335
H3 7.6134 -0.8002 0.0516  0.419
O1 -0.5179 -3.4897 8.7070  -0.580
C8 -1.0534 -4.6062 5.1534  -0.784
N3 -5.7621 1.5196 0.8873  -0.622
H4 3.2302 3.8395 -1.0373  0.485
H5 -1.9574 -2.2515 9.4141  0.307
C9 4.7631 0.4501 -1.7146  0.227
H6 -5.8306 -3.9066 -2.3284  0.250
H7 1.6352 9.9683 -0.4096  0.378
C10 3.5811 1.5287 -3.9300  -0.658
H8 -0.4452 -1.3743 -1.6789  0.353
H9 -1.5601 7.3715 0.1938  0.276
H10 -5.7104 -1.0673 -4.4212  0.291
C11 4.3336 1.7625 -0.9240  -0.471
C12 -0.9739 -2.3834 8.9342  0.097
H11 -3.6464 -0.8883 1.8235  0.327
C13 -3.6390 0.6622 -2.3304  -0.245
C14 -5.0883 -2.9173 -4.9402  0.518
H12 -1.9412 -0.0535 9.4162  0.296
C15 -4.5466 1.5198 0.8718  -0.098
C16 -2.8464 -3.5760 3.8186  0.030
H13 0.3859 5.2991 -2.2576  0.130
H14 -1.2982 -4.7861 1.9572  0.254
H15 5.6086 -4.1408 0.1722  0.273
O2 -3.5473 -3.4291 2.8318  -0.600
H16 -4.3335 -4.5671 -5.6741  0.208
O3 -0.9590 3.7891 -1.7033  -0.413
C17 3.1900 -2.4863 -2.0160  -1.375
C18 0.4021 4.1570 -2.0336  -0.103
H17 -2.4584 -5.9647 2.6061  0.301
C19 -2.9419 1.4184 0.6619  0.138
H18 -1.9215 9.3635 -0.6617  0.294
C20 -0.4685 7.4784 0.3030  0.171
C21 3.1345 2.7817 -3.1222  0.172
O4 2.3460 3.8691 -3.6918  -0.480
H19 -2.6251 3.6330 0.6755  0.529
C22 -3.3561 -1.1495 0.7297  -1.010
N4 -4.3471 -3.1717 -3.6901  -0.250
H20 -0.3117 0.6334 9.6186  0.331
C23 7.0116 -0.0096 -0.5187  -1.422
H21 0.8683 -1.7549 7.0514  0.235
H22 4.1048 -5.0470 -0.6266  0.381
H23 -2.9771 -2.9523 4.7178  0.379
C24 -4.5879 -1.6553 -0.1578  -0.758
H24 1.7343 8.8869 1.0074  0.291
N5 -0.0038 8.6898 -0.1216  0.113
H25 3.6464 -0.7444 0.4456  0.076
H26 -2.6320 -2.0538 0.8339  0.259
H27 5.0982 -1.7740 1.1457  0.310
H28 -4.4938 1.2122 -1.8133  0.333
H29 -5.5395 -1.2838 -6.0423  0.326
C25 -0.9671 0.0788 8.9421  -0.919
H30 -5.2077 -0.8200 -0.6570  0.418
H31 2.8984 -1.5584 -1.4136  0.069
H32 6.1240 -1.7632 -2.7211  0.302
H33 -3.2126 2.9834 -0.9416  0.281
C26 0.9552 3.4575 -3.3795  -0.378
H34 0.9835 2.3186 -3.2363  0.249
H35 -0.3103 3.1601 0.2759  0.279
C27 4.6361 -3.1011 -1.6664  1.861
N6 0.1716 -0.5773 0.9301  -0.697
H36 1.0747 4.0232 -1.1174  0.133
H37 3.3258 1.4221 -5.0369  0.333
H38 -0.8094 10.6049 -0.0370  0.338
H39 4.0830 -4.8046 -3.1536  0.367
H40 -2.1751 -0.3390 -5.5531  0.363
C28 -0.9684 -0.2295 0.6799  -0.316
C29 -4.1955 -2.8521 -1.2067  -0.411
H41 5.0957 0.0819 1.2125  0.419
H42 -3.1294 -2.7468 -1.6091  0.131
C30 -1.2906 -0.8339 -2.2587  -0.415
H43 1.6463 -1.7620 8.6483  0.301
C31 3.5337 2.9038 -1.6173  -0.484
H44 3.8202 -3.5243 0.3728  0.341
C32 -5.2069 -2.9428 -2.4596  -0.830
H45 -2.5088 1.4678 1.7404  0.700
H46 -5.9221 -2.0563 -2.5604  0.468
N7 -1.8448 -4.4929 3.9446  0.170
H47 -0.0031 -4.4289 4.9081  0.353
C33 0.9446 -1.2253 8.0046  -0.880
H48 5.8330 -4.8574 -2.5773  0.353
C34 -1.5623 -5.3819 2.8349  -0.956
H49 -4.2554 -3.8232 -0.5737  0.521
H50 7.5515 0.2714 -1.4991  0.315
N8 -4.9656 -3.7918 -5.9408  -0.820
H51 -4.2722 0.9942 -4.6075  0.474
H52 -1.1696 -5.6137 5.5606  0.341
H53 0.2889 3.6849 -4.3021  0.286
C35 -0.8857 9.7072 -0.6560  -0.929
H54 -0.5801 9.9411 -1.6792  0.338
H55 4.5942 1.8969 0.1904  0.133
H56 6.7611 -2.5384 -1.1570  0.354
N9 -0.3586 -1.2007 8.6398  0.116
C36 -2.4457 0.0261 0.0375  1.678
H57 4.7261 -0.5646 -3.8147  0.208
H58 -4.0134 -4.1438 -3.6193  0.285
C37 4.3949 0.3673 -3.2275  -0.197
H59 5.2935 -3.5796 -3.8487  0.334
C38 5.5437 -0.6623 -0.8595  1.747
H60 -0.5606 1.8460 -1.0270  0.053
H61 -0.7402 -6.0548 3.0826  0.393
H62 2.4043 -3.3053 -1.7827  0.459
H63 1.3066 -0.2107 7.8328  0.373
H64 3.1059 -2.3036 -3.1609  0.248
C39 4.7996 -0.8343 0.5598  -1.193
H65 6.8309 0.9139 0.1615  0.349
C40 -2.4407 -0.0443 -1.5756  0.715
C41 -2.2659 -0.2764 -4.3972  -0.482
O5 0.2178 6.5828 0.7609  -0.608
H66 -1.3739 -3.8790 5.9014  0.129
H67 -5.3283 -2.1662 0.5812  0.374